Record 1
Computed, not measured: an isolated molecule of C4H8O2, with wB97M-V/def2-TZVPD.

Calculated values
Total charge: 0
Multiplicity: 1
ΔE to the lowest compared entry with this formula, charge and spin (kcal/mol): 32.6
Structure (SMILES): O=CCCCO
Energy (eV): -8371.8674
HOMO-LUMO gap (eV): 10.8

Each line ends with the natural charge from an NBO analysis.
Element x y z (Å)
O (-2.6588, -0.4498, 0.2827)  -0.7159
H (-3.0127, -0.1133, -0.5411)  0.4655
H (1.0634, -1.1086, -0.8952)  0.2303
H (-0.9906, -0.3895, -1.7013)  0.2167
C (0.8933, -0.0269, -0.8541)  -0.5138
C (-1.2954, -0.0875, 0.4253)  -0.0621
C (-0.6152, 0.2515, -0.9020)  -0.4296
H (-1.2265, 0.7772, 1.0874)  0.1630
O (2.5797, -0.0619, 0.8417)  -0.5098
H (-0.7983, -0.9471, 0.8827)  0.1730
H (1.3775, 0.3873, -1.7375)  0.2398
H (-0.7970, 1.3023, -1.1238)  0.2027
H (1.1981, 1.3737, 0.8723)  0.1018
C (1.6167, 0.4773, 0.3674)  0.4384

---

Record 2
Computed, not measured: a cluster of 2 separate species, C3H8S2 in total at a distorted geometry, with wB97M-V/def2-TZVPD.

Calculated values
Total charge: 0
Multiplicity: 1
ΔE to the lowest compared entry with this formula, charge and spin (kcal/mol): 40.1
Structure (SMILES): C=C.CSS
Energy (eV): -24909.6594
HOMO-LUMO gap (eV): 9.2

Each line ends with the natural charge from an NBO analysis.
Element x y z (Å)
H (-0.6947, -0.5272, -0.9364)  0.2331
S (1.6436, -0.6780, -1.3183)  0.0865
S (2.4710, -0.5168, -3.2269)  -0.1461
C (-1.1608, 0.1320, 2.8053)  -0.3853
H (0.2654, 1.3029, 1.8611)  0.1975
H (-1.9612, 0.1979, 3.5352)  0.1946
H (3.0393, 0.6697, -3.0028)  0.1332
H (-1.4151, 2.0848, 2.0025)  0.1928
H (-0.2630, -0.2953, -2.6750)  0.2316
H (-0.3735, -1.8962, -2.0215)  0.2152
C (-0.7832, 1.2151, 2.1304)  -0.3951
H (-0.6764, -0.8167, 2.6177)  0.1949
C (-0.0913, -0.8722, -1.7713)  -0.7530

---

Record 3
Computed, not measured: a structure of composition C27H44BiCl2NOP at a distorted geometry, with wB97M-V/def2-TZVPD.

Calculated values
Total charge: -1
Multiplicity: 1
Energy (eV): -72428.2518
HOMO-LUMO gap (eV): 4.6

Each line ends with the Mulliken charge.
Element x y z (Å)
C (4.7077, -1.8248, 2.0226)  0.8595
Cl (1.2277, -2.6429, -0.8612)  -0.5724
C (5.0999, -0.3920, 2.1957)  -0.9339
H (3.4244, 1.9650, -4.9879)  0.3922
C (-2.1078, 2.8641, 2.1151)  -0.8689
H (-2.0362, 0.5380, -2.9386)  0.2311
H (0.5868, 0.0884, 2.9084)  0.6954
H (2.0265, -0.6081, -2.4774)  0.1650
N (5.6623, -2.7588, 2.1443)  -0.4285
H (-3.0756, 0.6369, -1.5035)  0.2008
H (-1.3399, 0.8313, 1.9176)  -0.3816
C (-0.8074, 1.9868, 0.1608)  0.7861
H (-4.5820, -2.8335, -2.0588)  0.4186
H (6.5923, -2.5132, 2.4256)  0.1885
H (-2.2804, -3.3291, -1.2488)  0.3708
H (-1.7345, -2.7421, 5.9377)  0.3304
H (0.1001, 2.3700, 0.6717)  0.2688
C (-0.1344, -3.2754, 2.4075)  -0.1887
C (0.7568, 1.1284, -2.2632)  0.2046
H (-3.6088, 3.6850, 0.8070)  0.3241
H (-2.8444, 2.6180, 2.8881)  0.4147
Bi (1.9413, -0.6333, 0.6644)  0.3415
H (1.8179, 3.2320, -3.6542)  0.3338
H (-2.8343, 4.8930, 1.8274)  0.3927
C (-1.2912, -2.8799, 4.9422)  -0.3881
C (0.4987, -0.8425, 2.3164)  -1.3161
C (-1.7849, 1.6139, 1.2851)  -0.4089
C (-1.6923, 4.3309, 0.0749)  -0.9437
H (-4.1821, -0.6812, -3.3052)  0.4069
C (3.0658, 1.5220, -4.0533)  -0.6662
H (0.3654, -3.4143, 1.4411)  0.1719
C (-3.9824, -2.0340, -1.6099)  -0.7427
H (-2.7143, 1.2117, 0.8516)  0.2899
C (-1.3731, -4.1343, 4.3030)  -0.4472
C (-1.4126, -0.7085, -1.2670)  0.0241
C (-2.6433, 3.9954, 1.2290)  -0.7301
C (1.3088, -0.0419, -3.0915)  -0.4635
H (3.9222, 1.0143, -3.5895)  0.3023
H (-1.8817, -4.9587, 4.7940)  0.3329
H (-1.1908, 3.1948, 2.6237)  0.3820
H (-1.2047, -1.9704, 0.4860)  -0.8790
H (-2.1402, 5.0869, -0.5804)  0.3990
H (-2.5795, -0.8693, 0.5657)  0.3474
H (-2.7854, -1.7684, -3.3952)  0.3586
H (6.1341, -0.3044, 2.5262)  0.3841
C (-0.7959, -4.3211, 3.0317)  -0.7605
H (-0.7615, 4.7561, 0.4792)  0.3770
C (-2.4848, -0.0553, -2.1268)  -0.7279
H (2.6339, 1.5099, -1.2466)  0.0194
H (1.1929, 0.9753, -4.9675)  0.3361
H (0.5185, -0.7574, -3.3591)  0.1937
C (-0.6556, -1.8196, 4.3155)  -0.6542
H (2.3810, -0.3404, -4.9499)  0.4048
C (-1.3471, 3.0857, -0.7535)  -0.5694
C (-2.9109, -2.6255, -0.6836)  -0.7263
H (1.5543, 2.8991, -1.2232)  0.3536
C (1.9734, 0.4918, -4.3636)  -0.8505
H (-0.8666, -5.2957, 2.5326)  0.3250
C (-0.0807, -1.9597, 2.9962)  1.3568
H (0.0336, 1.6903, -2.8882)  0.6836
H (-0.8518, -1.4423, -1.8721)  0.7972
H (4.9899, 0.1632, 1.2553)  0.2081
C (1.9053, 2.0710, -1.8577)  -0.3295
H (4.4452, 0.0920, 2.9247)  0.2179
C (-3.3872, -1.1492, -2.7137)  -0.8658
H (5.4250, -3.7312, 1.9667)  0.2462
H (-0.6110, 3.3518, -1.5267)  0.2253
P (-0.1339, 0.5185, -0.7552)  -0.7917
Cl (2.2182, 1.8076, 1.7927)  -0.5830
H (-0.5759, -0.8421, 4.8052)  0.3027
C (-2.0110, -1.5250, -0.1093)  0.0958
H (-2.2433, 2.7141, -1.2747)  0.1903
O (3.5405, -2.2221, 1.7629)  -0.6618
H (3.3919, 3.3002, -2.8431)  0.3965
H (-3.3821, -3.1949, 0.1286)  0.3952
H (-4.6667, -1.4231, -1.0050)  0.3040
C (2.5678, 2.6323, -3.1193)  -0.8667

---

Record 4
Computed, not measured: a cluster of 9 separate species, C50H52F6O4 in total at a distorted geometry, with wB97M-V/def2-TZVPD.

Calculated values
Total charge: 0
Multiplicity: 1
Structure (SMILES): CCOC(=O)C(F)(F)F.CCOC(=O)C(F)(F)F.c1ccccc1.c1ccccc1.c1ccccc1.c1ccccc1.c1ccccc1.c1ccccc1.c1ccccc1
Energy (eV): -77165.8766
HOMO-LUMO gap (eV): 8.1

Each line ends with the Mulliken charge.
Element x y z (Å)
F (5.1584, 2.2222, 0.2605)  -0.3225
C (0.6179, -4.1234, -0.3230)  -0.9494
O (-3.1873, -2.3251, 2.2660)  0.0344
H (1.1664, -2.4862, -2.3624)  1.4303
C (1.8766, -2.0551, -0.0290)  0.2434
C (-0.5803, -3.7236, -2.5862)  -0.8835
H (3.5844, -4.0732, -2.1760)  0.3909
H (-3.4530, 2.2395, -5.2438)  0.3188
H (-3.9930, -1.9437, 0.4814)  0.4912
H (-0.0101, 5.6668, -4.1044)  0.3428
C (0.0896, -2.5254, -2.2898)  -1.3115
C (0.0849, -0.4140, 1.1247)  1.3796
C (-2.6252, 1.1652, -3.5057)  -0.5208
H (-1.4939, 0.4326, -1.8913)  -1.2176
C (2.0324, -2.0808, 5.0962)  -0.3254
H (1.8962, 2.2901, 2.0584)  1.4543
O (3.7546, -0.2005, -0.2202)  -0.5107
C (0.8708, -1.3282, 5.0133)  -0.8605
C (-2.7110, -2.6607, -2.0277)  -0.4212
C (0.2350, -2.4695, 2.9925)  1.0614
H (-3.5141, 0.6327, -3.2010)  0.4340
C (1.5458, 3.4861, -1.9194)  -0.0149
F (3.2729, 2.4906, -0.6499)  -0.1046
C (-2.1747, 5.0606, 0.9428)  -0.8474
H (-0.7962, -0.8449, 3.8242)  0.6023
H (-1.0618, 3.1562, -1.6017)  0.2226
C (-0.6854, 0.1909, 0.1439)  0.2166
C (-1.5497, 2.7624, -4.9342)  -0.8709
H (-0.0426, -4.5578, -3.0121)  0.6234
C (-0.6315, -1.4057, -1.9874)  1.2026
H (-0.0362, -1.4444, 1.4249)  -0.9496
H (0.5239, 3.3569, 0.3738)  0.6947
C (-0.3348, 2.6762, -4.2019)  -1.1480
C (-3.1411, -2.5059, 0.8638)  -2.0648
C (0.8475, -2.8832, 0.3065)  2.0521
H (-1.4694, -0.4156, -0.2849)  0.7177
C (0.3727, 2.3154, 0.6163)  -0.4555
F (-4.1179, -3.1658, 5.3598)  -0.2778
C (-1.4254, 1.0034, -2.8056)  1.9167
H (-0.0873, 4.7671, -1.6943)  0.2088
H (3.8049, -2.3798, 3.8520)  0.1279
H (-0.2853, -4.7006, -0.1906)  0.5759
H (-3.1765, -3.5760, 0.6592)  0.4110
H (-2.5735, -4.6589, -2.5684)  0.4378
C (-2.5955, 1.9915, -4.6359)  -1.1681
H (0.7305, -0.5606, 5.7599)  0.4680
H (-1.9034, 5.9749, 1.4496)  0.3581
C (-4.3072, -2.6115, 3.0210)  0.1921
H (-0.7176, 5.4797, -0.5350)  0.5441
C (-2.0670, -1.4211, -1.9606)  1.0000
H (-1.2645, 1.9697, -0.8514)  -0.7901
H (-4.2561, 2.3522, 0.9705)  0.4395
H (-2.6429, -0.5246, -1.7843)  -0.4977
C (-1.9663, -3.7871, -2.3744)  -1.2637
H (-1.6105, -1.9366, -0.6617)  -1.0705
H (2.7432, -1.9152, 5.8923)  0.4774
H (1.5313, 3.0791, -0.9192)  0.0537
C (2.6560, 3.6034, -4.0038)  -0.8485
C (1.1433, 1.6858, 1.5744)  -2.1988
H (-2.9818, 1.8616, -1.0507)  0.2023
C (3.8329, 2.0897, 0.4981)  0.5518
H (-1.6244, -0.9617, 0.7828)  -0.9293
H (-3.6913, 4.3720, 2.3826)  0.4410
C (4.0547, -1.4289, 3.3814)  -1.5769
C (-1.4225, 4.7582, -0.1492)  -0.7350
H (-0.4592, -2.5323, 2.1675)  1.7108
H (2.7363, -1.7876, 1.6385)  -0.0211
H (3.4178, 3.3194, -4.7147)  0.3452
C (-3.1162, 4.1807, 1.4887)  -1.0403
C (1.3862, -3.2040, 3.0874)  -0.7327
C (0.6920, 4.4926, -2.3898)  0.5856
C (0.0042, -1.5541, 3.9751)  -0.5304
C (-1.6293, 3.5371, -0.7655)  1.2488
H (-1.0507, -2.5981, 0.8656)  0.0031
C (2.2132, -3.1302, 4.1791)  -0.8520
F (-5.2869, -1.3925, 4.8246)  -0.2774
C (-4.1949, -2.1353, 4.4678)  0.8845
H (1.6896, -3.8087, 2.2456)  0.4485
H (1.5815, -0.0983, 2.6974)  0.5095
C (1.6741, -4.5287, -1.1388)  -0.7114
C (0.9591, 0.3536, 1.9393)  0.2212
F (3.5176, 2.8761, 1.4933)  -0.2568
H (-3.7855, -2.6999, -1.9254)  0.5684
H (3.7473, -1.8539, -1.1665)  0.7072
H (4.2463, -0.6753, 4.1453)  0.3755
C (2.9271, -1.0730, 2.4392)  1.5706
H (2.0442, 4.9354, -5.4753)  0.3653
C (2.5400, 3.0444, -2.7754)  -0.0240
C (0.7670, 5.0466, -3.6825)  -0.8396
C (-1.8137, -1.9679, 0.4087)  2.4850
H (1.9526, -1.0863, 0.4422)  -0.7260
H (0.6032, 1.8090, -2.5380)  0.6196
O (3.0646, 0.2460, 1.9758)  -0.5238
H (0.5922, 3.1887, -4.4128)  0.9150
H (3.0815, -3.7650, 4.2770)  0.7051
H (-1.5980, 3.4546, -5.7618)  0.4571
H (1.4936, -5.4343, -1.6989)  0.5192
H (2.0488, -1.2307, 3.0652)  -1.5214
C (-0.5516, 1.5481, -0.1583)  1.5588
C (1.8481, 4.6089, -4.4647)  -0.4225
C (2.8331, -3.7826, -1.4566)  -1.0241
H (3.1091, 2.2051, -2.4037)  0.4619
C (3.5408, 0.5770, 0.7060)  0.5093
F (-3.1611, -1.3596, 4.7300)  -0.1773
H (-0.1465, -0.4695, -1.7535)  -0.0420
H (0.0688, -2.5324, 0.9675)  -2.4021
C (-0.3084, 1.7950, -3.1170)  -0.4585
H (5.0313, -1.5524, 2.9134)  0.4457
O (-5.3177, -3.2091, 2.6282)  -0.5502
C (2.9226, -2.4979, -0.8993)  -1.0960
C (-2.6850, 2.6845, -0.4175)  -0.4297
C (-3.4474, 3.0193, 0.7110)  -0.7454

---

Record 5
Computed, not measured: a structure of composition C29H48BiNP3S2 at a distorted geometry, with wB97M-V/def2-TZVPD.

Calculated values
Total charge: +3
Multiplicity: 1
ΔE to the lowest compared entry with this formula, charge and spin (kcal/mol): 14.5
Energy (eV): -87689.1248
HOMO-LUMO gap (alpha / beta) (eV): 4.7 / 4.7

Each line ends with the Mulliken charge.
Element x y z (Å)
P (-1.0302, 1.7157, -1.3014)  0.9414
C (1.1958, -2.1042, 5.1587)  -0.2598
C (-2.8529, 1.4957, -1.3998)  -1.4692
H (-2.2360, -2.9130, -4.5171)  0.4327
H (-3.8838, -0.1642, 2.4431)  0.4336
H (-2.1448, 0.4675, 4.3739)  0.6368
H (-0.3817, 0.2952, 4.1370)  0.2281
H (2.5284, 2.9288, 2.6113)  0.5484
H (-0.0360, -3.7007, -8.3674)  0.2712
C (3.7636, 0.4675, 1.5437)  -1.1192
H (0.6339, -5.1531, -7.4047)  0.4198
H (3.9586, -0.4674, 0.9975)  0.4006
H (-2.7459, 2.4957, 1.3784)  0.4293
C (3.5436, -0.6797, 5.6801)  -0.5236
C (1.5396, -5.1377, 4.1117)  -0.3866
C (1.3133, -1.3507, 6.3276)  -0.6700
H (-0.8275, 1.0292, -3.6343)  0.3520
H (0.1039, 3.8412, -0.9358)  0.3993
S (1.5137, -0.2997, -2.8143)  -0.1903
S (2.0293, -2.8494, 2.5966)  0.1170
H (-0.4799, -3.9553, 1.6237)  0.5016
C (-0.5876, -6.2953, 4.1087)  -0.4863
C (-0.6668, 1.9581, -3.0768)  -1.3968
H (-0.6581, -1.5004, -1.0398)  -0.0144
H (-3.3511, 1.7252, -0.4491)  0.4356
C (1.6387, -2.4961, -4.3315)  -0.7824
H (-3.0123, -1.4961, 1.6027)  0.3483
P (2.2528, 1.2553, 0.8861)  0.8233
H (-2.0043, -5.6350, 2.6120)  0.4139
P (-1.5723, 0.4296, 2.0229)  0.8377
H (4.4697, -0.1418, 5.8853)  0.4823
H (-1.6247, 4.0511, -1.3248)  0.4563
C (3.4315, -1.4319, 4.5103)  -0.7988
H (1.7291, -4.3060, -5.4918)  0.8504
N (0.9219, -1.9138, 1.8485)  0.0854
C (2.4746, -0.6162, 6.5789)  -0.5453
C (-3.1715, -0.4080, 1.6389)  -1.3639
H (4.2646, -1.5090, 3.8160)  0.7142
H (0.3022, -2.7072, 4.9935)  0.4730
H (4.6190, 1.1461, 1.4117)  0.5605
C (1.0815, -3.5749, -5.0020)  -0.5666
C (1.0785, -4.2955, 3.0818)  0.2327
H (1.2030, 1.7935, 3.0241)  0.1988
H (2.5387, -4.9772, 4.5278)  0.4393
H (2.2899, -2.7224, -8.4022)  0.2743
H (0.1388, -1.7667, 2.4945)  -0.2549
H (-1.3160, 2.7476, -3.4721)  0.5240
C (-1.3665, -0.0357, 3.7858)  -1.2624
C (0.7943, -1.5493, -3.7023)  1.0352
H (-3.0751, 0.4564, -1.6776)  0.3650
H (1.0563, -6.7699, 5.4358)  0.4122
C (-0.6088, -1.7080, -3.7832)  -0.0994
H (-2.7895, 2.1698, 3.1354)  0.5281
Bi (0.5303, -0.6089, -0.0216)  0.9517
C (-0.3091, -3.6647, -5.1611)  -0.6378
H (-1.1246, 3.5608, 0.3176)  0.2161
C (2.2327, -2.1033, 4.2276)  0.3948
C (2.0574, -3.6693, -7.9073)  -0.4740
C (-1.0109, -5.5101, 3.0346)  -0.5891
C (1.6660, 2.3714, 2.2113)  -1.2146
H (-3.2401, 2.1674, -2.1787)  0.5253
C (-1.1530, -2.7728, -4.4884)  -0.9362
H (0.3850, 2.2396, -3.1970)  0.3641
H (0.9286, 3.0905, 1.8233)  0.3024
C (-2.1588, 2.1519, 2.2379)  -1.3580
H (-1.2990, 2.8122, 2.3944)  0.3386
H (-1.2379, -0.9999, -3.2435)  0.1012
H (2.0015, 3.0258, -0.7906)  0.1648
H (0.4920, -1.3413, 7.0477)  0.4709
C (0.8210, -4.1854, -7.8885)  -0.6810
H (2.8879, -4.2152, -7.4443)  0.2816
H (3.5999, 3.0649, 0.0233)  0.4829
H (2.7167, -2.3280, -4.2813)  0.4151
C (2.8286, 2.4095, -0.4112)  -1.0295
C (-0.1602, -4.5455, 2.4818)  -0.2320
H (3.6494, 0.2187, 2.6089)  0.1653
H (2.5491, -0.0007, 7.4827)  0.4475
H (-3.5713, -0.0661, 0.6725)  0.3421
H (-1.2535, -7.0404, 4.5427)  0.4317
H (-1.4571, -1.1205, 3.9242)  0.3476
H (-0.7226, -4.4171, -5.8295)  0.4141
C (0.7014, -6.1294, 4.6222)  -0.5478
H (3.2553, 1.8438, -1.2521)  0.3880
C (-0.9051, 3.4575, -0.7486)  -1.2583